Molecular formula: C23H16BrN4O2PbS2
Method: DFT, ωB97M-V with the def2-TZVPD basis set

Geometry as XYZ:
```
49
Properties=species:S:1:pos:R:3:lowdin_charge:R:1
Pb 0.6778 -1.4299 -1.2480 0.916
Br -0.9378 2.1842 -4.0821 0.712
S 0.8508 -3.1860 0.7307 0.457
S 3.1857 -0.9556 -0.3233 0.407
O -1.8699 -2.1402 -1.1181 -0.240
O -4.0560 -2.5579 -1.3883 -0.001
N 1.5369 1.1886 -1.7838 -0.014
N 0.1833 1.8374 0.1027 0.095
N -2.1984 0.1580 -2.6747 0.098
N -0.1364 0.6482 0.2924 0.036
C -4.5366 0.0197 -2.2191 -0.010
C 2.4187 1.5307 -2.7103 -0.171
C -0.9736 0.4619 1.4641 -0.226
C -2.4466 -0.9655 2.6910 -0.057
C -1.0824 1.4436 2.4432 -0.037
C -1.8850 1.2132 3.5435 -0.093
C 1.4783 3.4528 -1.0449 -0.013
C 2.7450 -3.8015 2.5602 -0.162
C -2.4335 1.3051 -3.2619 -0.732
C -2.5741 0.0081 3.6651 -0.091
C 3.4280 -2.0795 1.0157 -0.722
C -4.7413 1.2544 -2.8053 -0.068
C -3.2477 -0.5010 -2.1628 -0.164
C 3.9699 -3.7569 3.2012 -0.130
C -3.0364 -1.8746 -1.4974 -0.660
C -1.6297 -0.7491 1.5862 -0.031
C 4.6585 -2.0426 1.6808 -0.165
C 2.8821 2.8310 -2.8657 -0.058
C 2.3937 3.8117 -2.0210 -0.065
C 2.4465 -2.9853 1.4631 -0.707
C -3.6658 1.9274 -3.3611 -0.134
C 1.0962 2.1252 -0.9676 -0.348
C 4.9405 -2.8671 2.7553 -0.131
H -1.9706 1.9699 4.3125 0.095
H 5.4030 -1.3398 1.3280 0.081
H -5.7322 1.6901 -2.8466 0.103
H -1.5440 -1.5047 0.8166 0.043
H -5.3365 -0.5735 -1.8021 0.112
H 2.7631 0.7308 -3.3546 0.115
H 1.0612 4.1644 -0.3474 0.110
H -0.5334 2.3684 2.3376 0.098
H 2.7227 4.8383 -2.1130 0.104
H -2.9703 -1.9073 2.7789 0.111
H 4.1647 -4.4122 4.0412 0.086
H 3.6100 3.0579 -3.6314 0.102
H 1.9822 -4.4914 2.8990 0.083
H 5.9066 -2.8126 3.2418 0.085
H -3.1986 -0.1704 4.5315 0.097
H -3.7686 2.8834 -3.8518 0.088
```

The LUMO energy is 1.40 eV. Its charge is -1. For the HOMO energy, the calculation gives -4.1 eV. The energy relative to the best compared isomer or geometry (same formula, charge and spin) is 6.2 kcal per mole. Its spin multiplicity is 1.